{
  "formula": "C18H30BN3O10Zr",
  "method": "the ωB97M-V functional and the def2-TZVPD basis",
  "elements": ["Zr", "C", "C", "O", "C", "C", "O", "C", "C", "O", "C", "C", "O", "C", "C", "O", "C", "C", "O", "H", "H", "H", "H", "H", "H", "H", "H", "H", "H", "H", "H", "H", "H", "H", "H", "H", "H", "H", "H", "H", "H", "H", "H", "O", "C", "O", "C", "C", "N", "N", "C", "C", "O", "O", "H", "H", "H", "B", "C", "N", "H", "H", "H"],
  "xyz": [[-0.73317, -0.77774, 0.27687], [2.20258, -0.00341, 1.84918], [1.36317, -0.75489, 2.85203], [0.54112, -1.70761, 2.14214], [1.18185, -2.95550, 1.82320], [0.82264, -3.17088, 0.36775], [1.27918, -1.97539, -0.27460], [1.84799, -1.99783, -1.59455], [1.59949, -0.60507, -2.13851], [0.24622, -0.25584, -1.79629], [-0.51976, 0.51223, -2.74640], [-1.96137, 0.11879, -2.52754], [-2.29339, 0.17970, -1.12242], [-3.01491, 1.34915, -0.67423], [-2.06324, 2.35384, -0.00536], [-0.74080, 1.84178, -0.15226], [0.20582, 2.58412, 0.61514], [1.51272, 1.87113, 0.43112], [1.33848, 0.49255, 0.80688], [2.95667, -0.64423, 1.38732], [2.70804, 0.82410, 2.34632], [0.67599, -0.09501, 3.37443], [1.98654, -1.27200, 3.58177], [0.79245, -3.74496, 2.46765], [2.26216, -2.88676, 1.94386], [-1.15052, -3.64599, 0.89994], [1.24899, -4.06501, -0.09275], [1.37297, -2.76672, -2.20339], [2.91728, -2.20245, -1.53383], [1.72567, -0.58931, -3.22047], [2.28017, 0.11572, -1.68647], [-0.22411, 0.24411, -3.76185], [-0.34046, 1.57270, -2.57694], [-2.12678, -0.91340, -2.82797], [-2.62799, 0.76811, -3.09326], [-3.76686, 0.99686, 0.02896], [-3.52328, 1.78469, -1.53117], [-2.29506, 2.45954, 1.05554], [-2.12790, 3.33592, -0.47777], [-0.09842, 2.58878, 1.66446], [0.27160, 3.61112, 0.24696], [2.29213, 2.33364, 1.03411], [1.82009, 1.90475, -0.61601], [-5.88742, -1.00994, 4.84423], [-5.09283, -0.30952, 4.02775], [-4.94178, 0.86779, 4.14165], [-4.42517, -1.04967, 2.91015], [-4.95813, -1.91312, 1.97292], [-4.02163, -2.11469, 1.03412], [-2.89291, -1.43445, 1.29579], [-3.13984, -0.79037, 2.43554], [-2.00339, 0.02065, 2.94014], [-1.80710, 0.30745, 4.08071], [-1.20029, 0.32446, 1.91829], [-5.80884, -1.96289, 4.71682], [-5.93574, -2.36185, 1.89310], [-4.06612, -2.72840, 0.23099], [-2.55983, -3.26212, -1.42620], [-1.23877, -2.75428, -0.99809], [-0.61947, -3.03858, 0.28710], [-2.97184, -2.98356, -2.50834], [-0.50960, -2.56714, -1.77257], [-3.24249, -3.93804, -0.70780]],
  "forces_ev_per_angstrom": [[0.007, -0.210, 0.019], [0.016, -0.016, -0.019], [0.003, 0.031, 0.008], [0.032, -0.012, 0.042], [-0.013, 0.003, -0.010], [0.066, -0.041, 0.026], [-0.041, 0.039, 0.036], [0.013, 0.017, -0.048], [-0.002, -0.025, 0.038], [-0.061, 0.057, 0.010], [-0.003, 0.010, -0.031], [0.024, 0.015, -0.028], [-0.043, -0.029, 0.010], [0.017, 0.068, 0.033], [0.010, -0.005, -0.018], [-0.006, -0.005, -0.024], [0.001, -0.010, 0.023], [0.008, 0.017, -0.016], [0.005, -0.011, 0.019], [0.009, 0.006, 0.005], [-0.001, 0.003, -0.007], [-0.010, -0.012, 0.002], [-0.003, -0.012, -0.005], [0.002, 0.008, 0.015], [0.002, -0.005, 0.003], [0.023, -0.040, -0.013], [-0.017, -0.009, -0.006], [-0.001, -0.009, 0.012], [-0.002, -0.009, 0.012], [0.007, 0.001, -0.001], [-0.009, 0.010, -0.010], [0.020, -0.002, 0.009], [0.013, -0.003, 0.002], [-0.013, -0.005, 0.010], [-0.020, -0.006, 0.015], [0.013, -0.025, 0.006], [-0.016, -0.016, 0.000], [-0.013, 0.005, 0.000], [0.011, 0.000, -0.008], [-0.009, 0.005, -0.002], [0.001, 0.002, -0.002], [0.005, -0.007, 0.000], [0.011, 0.000, 0.005], [-0.017, 0.015, 0.008], [-0.011, 0.016, 0.038], [0.009, -0.002, -0.024], [-0.032, -0.006, 0.017], [-0.037, 0.001, 0.012], [0.056, 0.007, -0.048], [-0.029, 0.021, 0.037], [0.086, -0.034, -0.104], [-0.055, 0.041, 0.010], [0.063, 0.057, -0.005], [-0.041, -0.017, 0.047], [0.020, -0.016, -0.018], [0.009, -0.014, -0.011], [-0.016, -0.005, 0.006], [-0.017, -0.027, -0.051], [0.033, 0.034, -0.003], [-0.044, 0.135, -0.045], [-0.001, -0.008, 0.026], [-0.020, 0.001, -0.016], [0.008, 0.028, 0.011]],
  "mulliken_charge": [0.335, -0.525, -0.788, -0.060, -0.883, -0.317, 0.053, -0.867, -0.618, 0.230, -0.606, -0.815, -0.282, -0.655, -0.733, 0.065, -0.723, -0.646, 0.136, 0.181, 0.817, 0.184, 0.524, 0.490, 0.436, 0.358, 0.530, 0.379, 0.490, 0.670, 0.156, 0.725, 0.156, 0.178, 0.687, 0.247, 0.597, 0.290, 0.596, 0.189, 0.566, 0.633, 0.175, -0.450, 0.598, -0.481, -0.165, -0.190, -0.204, 0.469, -0.251, 0.081, -0.559, -0.196, 0.354, 0.546, -0.154, 0.510, -0.595, 0.051, -0.038, 0.294, -0.173],
  "e_tot_ha": -1692.01006,
  "e_lumo_ev": -5.60,
  "total_charge": 2,
  "relative_energy_kj_mol": 93.8,
  "gap_ev": 9.0
}

=====

{
  "formula": "C7H9Cl",
  "method": "the ωB97M-V functional and the def2-TZVPD basis",
  "elements": ["C", "C", "C", "C", "C", "Cl", "C", "C", "H", "H", "H", "H", "H", "H", "H", "H", "H"],
  "xyz": [[-2.91384, -1.14538, 0.08108], [-2.65014, 0.29856, -0.21058], [-1.06846, 0.27300, -0.20343], [-0.19863, -0.69847, 0.07160], [1.16001, -0.11792, 0.67606], [2.63901, -0.57482, -0.30881], [0.84837, 1.45812, 0.26114], [-0.44339, 1.61800, -0.15132], [-2.50347, -1.64903, -0.88506], [-3.98001, -1.36554, 0.02578], [-2.39621, -1.62337, 1.04853], [-3.06091, 0.72419, -1.06327], [-3.10968, 0.94768, 0.55503], [-0.25184, -1.72969, 0.63099], [1.42460, -0.26479, 1.61154], [1.66686, 2.07837, 0.43699], [-1.05603, 2.53856, -0.25818]],
  "forces_ev_per_angstrom": [[-0.260, -2.507, -1.250], [2.920, -1.326, 2.627], [-1.928, 2.229, 0.684], [2.265, -2.399, 4.329], [-3.009, 4.050, -9.027], [-0.435, -0.102, 0.392], [-1.444, -2.531, 0.964], [2.116, -0.438, 0.892], [-0.482, 0.126, 1.944], [-0.075, -0.215, 0.530], [-1.364, 1.408, -2.292], [-0.567, 0.063, -2.199], [0.959, -0.043, 0.302], [-1.017, 1.671, -2.208], [0.614, -0.837, 4.580], [0.789, 1.535, 0.058], [0.919, -0.685, -0.327]],
  "mulliken_charge": [-1.020, -0.457, 0.718, -0.484, -0.092, -0.231, -0.499, -0.959, 0.264, 0.378, 0.226, 0.383, 0.322, 0.182, 0.459, 0.467, 0.344],
  "e_tot_ha": -732.18943,
  "e_lumo_ev": 0.43,
  "total_charge": 0,
  "relative_energy_kj_mol": 266.9,
  "gap_ev": 9.3
}

=====

{
  "formula": "C6H10",
  "method": "the ωB97M-V functional and the def2-TZVPD basis",
  "elements": ["C", "C", "C", "C", "C", "C", "H", "H", "H", "H", "H", "H", "H", "H", "H", "H"],
  "xyz": [[-1.14695, 0.63772, 1.11596], [-0.69223, 0.15019, -0.24388], [-0.44216, 1.08060, -1.50585], [0.78102, 0.84769, -0.75883], [0.77466, -0.56673, -0.52103], [1.56920, -1.15422, 0.62341], [-0.59272, 1.52468, 1.42478], [-0.99117, -0.14618, 1.86721], [-2.21778, 0.86981, 1.09815], [-1.34273, -0.63851, -0.61954], [0.55491, -1.29236, -1.32101], [-0.72150, 0.51016, -2.40321], [-0.84776, 2.09298, -1.50284], [2.29853, -1.88332, 0.25679], [2.09664, -0.35661, 1.15265], [0.92005, -1.67591, 1.33723]],
  "forces_ev_per_angstrom": [[0.038, 0.040, 0.044], [-0.374, -0.074, 0.189], [-0.091, 0.149, -0.119], [-0.020, -0.199, -0.132], [0.149, -0.100, 0.016], [0.043, 0.024, 0.023], [-0.097, -0.116, -0.041], [-0.025, 0.116, -0.103], [0.137, -0.039, -0.001], [0.136, 0.107, 0.015], [0.005, 0.152, 0.086], [0.080, 0.056, 0.138], [0.099, -0.159, 0.009], [-0.074, 0.115, 0.029], [-0.083, -0.110, -0.034], [0.075, 0.038, -0.119]],
  "mulliken_charge": [-1.445, 0.161, -0.281, -1.021, 0.707, -1.384, 0.322, 0.305, 0.390, 0.375, 0.348, 0.253, 0.248, 0.399, 0.349, 0.275],
  "e_tot_ha": -234.46571,
  "e_lumo_ev": 0.97,
  "total_charge": 0,
  "relative_energy_kj_mol": 359.2,
  "gap_ev": 8.7
}

=====

{
  "formula": "C3H11NO2",
  "method": "the ωB97M-V functional and the def2-TZVPD basis",
  "elements": ["C", "N", "C", "C", "O", "H", "H", "H", "H", "H", "H", "H", "H", "H", "O", "H", "H"],
  "xyz": [[-0.33419, -1.17686, -1.75448], [0.27116, -0.52400, -0.54066], [-0.12301, -1.05210, 0.81010], [-0.07065, 0.02676, 1.92009], [-0.88960, 1.25562, 1.71867], [0.27682, -1.53349, -2.73565], [-1.15298, -0.52571, -2.05658], [-0.89469, -2.16742, -1.55871], [0.18871, 0.48585, -0.55689], [-1.24753, -1.30877, 0.97425], [0.45317, -1.84672, 1.29506], [-0.10529, -0.32085, 3.04870], [1.04644, 0.44276, 1.64076], [-1.77209, 0.81868, 1.70901], [1.49103, 2.75726, -1.06362], [1.23324, 2.82042, -1.97226], [1.62945, 1.84857, -0.87780]],
  "forces_ev_per_angstrom": [[-0.744, -1.634, -0.659], [0.196, -1.983, 0.627], [-3.079, 1.167, 1.194], [4.269, 2.803, -0.445], [-0.356, -3.222, 0.167], [-0.537, 1.511, 2.596], [0.068, 0.052, -0.616], [1.040, 1.485, 0.511], [-0.485, -0.296, -0.004], [1.361, -0.443, -1.336], [0.207, -0.246, -0.999], [-0.058, 0.366, -2.525], [-2.321, -0.627, 1.590], [0.324, 1.105, -0.069], [-0.046, 1.330, 0.575], [-0.175, -0.049, -0.754], [0.337, -1.317, 0.147]],
  "mulliken_charge": [-0.806, -0.264, -0.199, -0.714, -0.451, 0.247, 0.307, 0.269, 0.223, 0.269, 0.264, 0.294, 0.249, 0.311, -0.638, 0.311, 0.330],
  "e_tot_ha": -326.03866,
  "e_lumo_ev": 0.85,
  "total_charge": 0,
  "relative_energy_kj_mol": 243.7,
  "gap_ev": 10.0
}

=====

{
  "formula": "C3H8N2O",
  "method": "the ωB97M-V functional and the def2-TZVPD basis",
  "elements": ["N", "C", "C", "C", "N", "O", "H", "H", "H", "H", "H", "H", "H", "H"],
  "xyz": [[2.15125, -0.62013, -0.31100], [0.74554, -0.39723, -0.61882], [-0.03202, -0.15269, 0.67823], [-1.52756, 0.11200, 0.34017], [-1.77555, 1.43540, 0.26998], [-2.33019, -0.75735, 0.11128], [2.25622, -1.46764, 0.23996], [2.68448, -0.74283, -1.16561], [0.68423, 0.49505, -1.25146], [0.27355, -1.23041, -1.16561], [-0.00092, -1.05495, 1.29203], [0.44791, 0.65115, 1.23995], [-0.90901, 1.98184, 0.41756], [-2.66794, 1.74780, -0.07665]],
  "forces_ev_per_angstrom": [[0.162, -0.112, 0.016], [-0.200, -0.018, 0.003], [-0.657, -0.599, -0.317], [1.374, -0.089, 0.273], [1.217, 0.397, 0.334], [-0.331, -0.399, -0.041], [0.047, 0.087, -0.116], [-0.017, -0.033, 0.138], [-0.047, -0.097, 0.011], [0.032, 0.210, 0.102], [0.029, 0.011, 0.005], [-0.150, 0.065, -0.031], [-1.708, 0.180, -0.402], [0.248, 0.396, 0.025]],
  "mulliken_charge": [-0.585, -0.397, -0.745, 0.570, -0.395, -0.599, 0.225, 0.232, 0.311, 0.262, 0.341, 0.317, 0.230, 0.234],
  "e_tot_ha": -303.87294,
  "e_lumo_ev": 0.94,
  "total_charge": 0,
  "relative_energy_kj_mol": 50.4,
  "gap_ev": 10.4
}

=====

{
  "formula": "C7H13NO3",
  "method": "the ωB97M-V functional and the def2-TZVPD basis",
  "elements": ["C", "O", "C", "C", "C", "C", "C", "C", "N", "O", "O", "H", "H", "H", "H", "H", "H", "H", "H", "H", "H", "H", "H", "H"],
  "xyz": [[-1.94931, 1.51239, 0.23424], [-0.83240, 0.63512, 0.10481], [0.45084, 1.03235, 0.00866], [0.58356, 2.46193, -0.27998], [1.50715, 0.06525, 0.00829], [1.22282, -1.48653, -0.14921], [0.80657, -2.10827, 1.22162], [0.06373, -1.65910, -1.11337], [2.83791, 0.42459, -0.11902], [3.12311, 1.57130, 0.22658], [3.66843, -0.33478, -0.60930], [-2.88164, 1.00695, 0.16993], [-2.16953, 2.11982, -0.72156], [-1.79028, 2.06576, 1.07058], [1.53835, 2.80455, -0.73294], [0.69493, 3.20331, 0.61373], [-0.23835, 2.69225, -0.80850], [2.11827, -1.86409, -0.39753], [-0.20951, -1.65465, 1.57658], [0.64485, -3.25807, 1.21369], [1.46586, -1.80484, 1.93803], [-0.85055, -1.52652, -0.70192], [0.12433, -2.63314, -1.41101], [0.20052, -1.02516, -2.04628]],
  "forces_ev_per_angstrom": [[0.188, 0.142, -4.352], [0.161, -1.506, -0.041], [2.345, -1.183, 0.188], [4.153, 1.875, 2.914], [-4.423, -1.199, -0.004], [-3.985, 3.338, 2.708], [-3.631, -0.816, -1.418], [3.488, 1.469, -2.360], [1.091, 1.666, -0.435], [0.406, 0.178, 0.208], [-0.391, -0.199, 0.300], [-0.364, -1.449, 0.995], [1.168, -0.180, 1.376], [-0.144, 1.935, 2.302], [-0.678, -0.934, -0.379], [-0.820, -1.638, -0.875], [-2.575, 1.441, -2.024], [2.861, -1.632, -1.531], [1.599, -0.785, -0.800], [0.545, 1.935, -0.151], [2.037, 0.298, 2.094], [-2.635, 0.738, 1.348], [-0.092, -2.844, -1.154], [-0.305, -0.649, 1.091]],
  "mulliken_charge": [-0.897, -0.284, 0.994, -1.545, -0.432, 0.294, -1.273, -1.723, 0.999, -0.665, -0.647, 0.285, 0.330, 0.400, 0.374, 0.273, 0.522, 0.750, 0.208, 0.315, 0.448, 0.352, 0.628, 0.292],
  "e_tot_ha": -554.79278,
  "e_lumo_ev": 0.03,
  "total_charge": 0,
  "relative_energy_kj_mol": 649.4,
  "gap_ev": 8.9
}